Record 1
This record from the OMol25 dataset describes the molecule C22H20BrClN2O. The level of theory is wB97M-V/def2-TZVPD.

Last column: Mulliken charge in e.
Geometry (Å):
C  -3.225  -1.269  -0.149  -1.2465
N  -1.783  -0.870  -0.118  0.8063
C  -0.854  -1.921  0.139  -0.5696
C  -0.416  -2.586  -1.071  -0.0982
C  0.430  -3.605  -0.784  -0.5660
C  0.860  -4.076  0.478  -0.7545
C  0.518  -3.299  1.580  -0.6108
C  -0.390  -2.164  1.478  0.4694
Cl  -0.826  -1.218  2.844  -0.1515
C  -1.382  0.543  -0.260  0.4182
C  0.083  0.813  -0.705  0.0130
O  0.365  1.230  -1.824  -0.6170
C  1.219  1.074  0.382  -0.1572
C  2.648  0.980  -0.252  -0.9648
C  3.756  1.182  0.730  0.6690
C  4.570  2.320  0.608  -0.4615
C  5.601  2.497  1.567  -0.2700
N  5.957  1.622  2.542  -0.6405
C  5.171  0.540  2.647  -0.4302
C  4.099  0.293  1.831  -0.2676
C  -2.570  1.270  -1.008  0.3286
C  -2.733  0.959  -2.339  -0.2637
C  -3.948  1.250  -3.010  -0.7800
C  -4.950  1.712  -2.215  -0.3332
C  -4.864  2.036  -0.890  -0.5737
C  -3.651  1.820  -0.256  -0.1681
Br  -3.764  2.093  1.637  -0.1345
H  -3.996  -0.738  0.356  0.3059
H  -3.306  -2.235  0.268  0.4416
H  -3.436  -1.407  -1.218  0.4115
H  -0.919  -2.366  -2.057  0.3264
H  0.835  -4.149  -1.639  0.3525
H  1.450  -4.948  0.591  0.4729
H  0.923  -3.555  2.471  0.6077
H  -1.262  0.910  0.732  0.4522
H  1.044  0.355  1.214  0.1812
H  1.026  2.094  0.727  0.3102
H  2.824  -0.027  -0.580  0.3218
H  2.737  1.577  -1.176  0.4293
H  4.430  3.095  -0.115  0.4075
H  6.175  3.452  1.581  0.3177
H  5.455  -0.150  3.307  0.5262
H  3.707  -0.762  2.080  0.1888
H  -1.869  0.354  -2.876  0.1765
H  -4.114  1.083  -4.057  0.4182
H  -5.848  1.856  -2.799  0.3317
H  -5.776  2.332  -0.391  0.3750

Cartesian forces (eV/Å) of the 6 atoms listed first:
C 1.84 -0.46 -1.79
N -1.07 0.36 0.44
C -0.39 1.74 -0.18
C -1.22 0.64 2.87
C 1.65 -2.61 -1.62
C -1.45 2.88 -0.19

As for the total energy: -110727.7600 eV. As for the highest occupied orbital energy: -8.323 eV. The net charge is 0. As for the structure (SMILES): CN(c1ccccc1Cl)[C@@H](C(=O)CCc1ccncc1)c1ccccc1Br.

Record 2
This record from the OMol25 dataset describes a structure of composition C22H20Cl2CoN4O5PTe. The level of theory is wB97M-V/def2-TZVPD.

Last column: Mulliken spin population.
Geometry (Å):
Co  -0.315  -0.399  1.048  1.0629
Cl  0.854  -6.275  4.332  -0.0002
C  0.148  -4.765  3.823  -0.0013
C  0.768  -4.066  2.792  0.0002
C  0.237  -2.861  2.346  0.0006
N  0.676  -2.099  1.252  -0.0557
C  1.608  -2.611  0.420  0.0091
O  2.536  -3.365  0.712  0.0120
C  1.428  -2.327  -1.066  0.0061
C  2.527  -2.467  -1.909  -0.0001
C  2.325  -2.417  -3.276  -0.0002
C  1.035  -2.231  -3.755  0.0007
C  0.007  -2.085  -2.836  0.0004
N  0.192  -2.138  -1.521  -0.0001
C  -0.910  -2.346  2.994  -0.0090
C  -1.522  -3.055  4.015  -0.0032
C  -0.990  -4.271  4.427  0.0014
Cl  -1.785  -5.134  5.713  0.0000
N  -1.283  -1.078  2.545  -0.0457
C  -1.924  -0.211  3.343  -0.0102
O  -2.655  -0.427  4.307  -0.0021
C  -1.535  1.218  3.027  0.0034
C  -2.095  2.287  3.703  0.0052
C  -1.589  3.554  3.466  -0.0043
C  -0.532  3.704  2.581  0.0033
C  -0.038  2.583  1.934  -0.0045
N  -0.540  1.371  2.146  0.0123
H  1.664  -4.461  2.344  0.0010
H  3.499  -2.646  -1.472  -0.0004
H  3.157  -2.532  -3.961  0.0000
H  0.827  -2.194  -4.817  0.0000
H  -1.013  -1.911  -3.162  0.0004
H  -2.402  -2.657  4.492  -0.0002
H  -2.895  2.090  4.402  -0.0002
H  -2.006  4.416  3.973  -0.0003
H  -0.094  4.673  2.383  -0.0002
H  0.764  2.643  1.212  -0.0010
C  -1.078  4.053  -2.993  -0.0005
C  -0.887  3.909  -1.498  0.0019
O  0.079  2.909  -1.163  0.0008
P  -0.228  1.323  -1.265  -0.0112
O  0.782  0.662  -0.359  0.0018
Te  -2.437  0.734  -0.733  0.0255
O  0.105  1.003  -2.802  0.0006
C  1.467  1.179  -3.235  -0.0001
C  1.464  1.371  -4.733  -0.0001
H  -1.791  4.856  -3.194  -0.0004
H  -1.470  3.131  -3.423  0.0004
H  -0.135  4.295  -3.484  0.0000
H  -1.833  3.661  -1.008  0.0007
H  -0.500  4.831  -1.062  0.0002
H  2.027  0.289  -2.949  -0.0001
H  1.910  2.037  -2.725  0.0003
H  0.982  0.523  -5.221  0.0000
H  2.488  1.448  -5.103  0.0000
H  0.924  2.277  -5.008  0.0000

Cartesian forces (eV/Å) of the 6 atoms listed first:
Co 0.35 0.38 0.54
Cl 0.01 -0.01 0.00
C 0.02 0.00 -0.02
C -0.04 0.04 -0.03
C 0.03 0.00 0.00
N -0.18 -0.15 -0.35

As for the total energy: -118597.5121 eV. As for the highest occupied orbital energy (spin up / spin down): -4.320 / -4.458 eV. The net charge is -1. The spin multiplicity is 2. Its expectation value of S² is 0.93.

Record 3
This record from the OMol25 dataset describes a structure of composition C22H20Cl4CrN3O2Se2Te2. The level of theory is wB97M-V/def2-TZVPD.

Last column: Mulliken spin population.
Geometry (Å):
Cr  0.407  0.853  -0.197  3.1898
C  -3.634  -0.737  0.071  0.0035
N  -2.306  -1.287  0.041  -0.0002
C  -2.035  -2.142  1.176  0.0066
C  -1.835  -1.769  -1.197  -0.0325
C  -2.697  -2.171  -2.213  -0.0035
C  -2.213  -2.547  -3.461  -0.0052
C  -0.850  -2.494  -3.701  0.0023
C  0.016  -2.089  -2.696  0.0034
C  -0.441  -1.747  -1.425  -0.0294
N  0.393  -1.236  -0.415  -0.0217
C  1.611  -1.817  -0.232  0.0152
C  1.992  -3.098  -0.685  -0.0028
C  3.291  -3.562  -0.561  -0.0038
C  4.268  -2.800  0.062  0.0054
C  3.882  -1.585  0.625  -0.0020
C  2.594  -1.109  0.502  0.0149
N  2.146  0.080  1.216  -0.0550
C  1.665  -0.367  2.535  0.0277
C  3.177  1.110  1.367  0.0070
H  -4.432  -1.505  0.101  0.0008
H  -3.793  -0.104  -0.802  0.0005
H  -3.731  -0.118  0.966  -0.0015
H  -2.694  -3.029  1.181  -0.0005
H  -2.188  -1.575  2.096  0.0008
H  -0.997  -2.467  1.148  -0.0010
H  -3.765  -2.155  -2.037  0.0004
H  -2.902  -2.825  -4.250  -0.0001
H  -0.455  -2.719  -4.684  0.0011
H  1.070  -1.962  -2.916  0.0029
H  1.253  -3.717  -1.175  0.0012
H  3.543  -4.533  -0.975  -0.0003
H  5.295  -3.137  0.122  0.0005
H  4.614  -0.993  1.160  -0.0005
H  2.475  -0.885  3.065  0.0045
H  0.818  -1.036  2.402  -0.0056
H  1.342  0.492  3.122  -0.0045
H  3.975  0.792  2.050  0.0007
H  2.712  2.007  1.771  -0.0018
H  3.603  1.343  0.392  0.0005
Cl  0.068  5.591  4.719  0.0000
C  -0.190  4.138  3.795  0.0022
C  -0.888  3.083  4.335  0.0029
Cl  -1.511  3.165  5.958  0.0001
C  -1.090  1.919  3.569  -0.0009
Cl  -1.953  0.557  4.226  0.0006
C  -0.590  1.802  2.279  0.0014
O  -0.727  0.752  1.528  -0.0185
C  0.160  2.897  1.719  0.0069
O  0.633  2.738  0.518  -0.0032
C  0.324  4.044  2.486  0.0101
Cl  1.230  5.353  1.792  -0.0003
Se  -0.979  1.679  -1.920  -0.0729
Te  -0.894  1.370  -4.306  -0.0080
Te  1.935  1.043  -4.398  0.0288
Se  1.997  1.180  -1.985  -0.0671

Cartesian forces (eV/Å) of the 6 atoms listed first:
Cr 0.13 -1.41 1.91
C -0.04 0.05 0.02
N -0.17 -0.20 -0.08
C 0.11 0.13 0.04
C 0.02 0.05 0.02
C 0.03 0.02 -0.05

As for the total energy: -255499.0759 eV. As for the highest occupied orbital energy (spin up / spin down): -1.047 / -1.052 eV. The net charge is -2. The spin multiplicity is 4. Its expectation value of S² is 3.88. The energy above the lowest of the compared OMol25 structures with the same formula, charge and spin comes out at 0.0 kJ/mol.

Record 4
This record from the OMol25 dataset describes a structure of composition C22H20ClN6O6S2Zr. The level of theory is wB97M-V/def2-TZVPD.

Last column: Mulliken charge in e.
Geometry (Å):
Zr  -0.395  0.281  -0.368  0.2021
C  3.909  -0.750  0.697  -2.0365
C  2.553  -1.120  0.195  1.8455
N  1.487  -1.017  0.895  0.1521
N  1.633  -0.657  2.207  -0.5675
C  0.527  -0.460  2.951  0.5046
N  0.717  -0.199  4.242  -0.3343
S  -1.017  -0.559  2.285  -0.3541
C  2.339  -1.657  -1.166  0.0285
C  3.369  -2.263  -1.863  -1.0524
C  3.093  -2.846  -3.091  -0.5711
C  1.799  -2.793  -3.566  -1.0475
C  0.832  -2.150  -2.804  -0.0924
N  1.084  -1.592  -1.627  0.7216
H  4.249  -1.431  1.481  0.3840
H  3.869  0.267  1.099  0.5218
H  4.641  -0.742  -0.103  0.5239
H  2.514  -0.269  2.517  0.3737
H  1.637  -0.110  4.644  0.2185
H  -0.077  0.059  4.802  0.2555
H  4.367  -2.299  -1.453  0.3822
H  3.877  -3.329  -3.658  0.4409
H  1.529  -3.225  -4.519  0.4451
H  -0.177  -2.059  -3.178  0.4278
O  -4.785  1.639  0.542  -0.4866
C  -3.484  1.429  0.533  0.1672
O  -2.957  0.445  0.053  -0.1852
C  -2.659  2.459  1.200  -0.1243
C  -3.142  3.517  1.945  -0.6533
C  -2.220  4.290  2.644  -0.5454
C  -0.880  3.941  2.604  -0.8526
C  -0.499  2.874  1.806  0.1996
N  -1.365  2.175  1.090  0.9516
C  0.898  2.304  1.736  -0.1354
O  1.728  2.552  2.587  -0.7188
O  1.033  1.511  0.731  -0.0329
H  -5.229  0.903  0.091  0.4023
H  -4.203  3.713  1.991  0.5860
H  -2.553  5.131  3.236  0.4732
H  -0.126  4.465  3.174  0.5668
S  -1.772  -0.105  -2.524  -0.2711
C  -2.144  -1.638  -1.765  0.7174
C  -2.926  -2.650  -2.321  -0.8088
C  -3.053  -3.836  -1.627  -0.2012
C  -2.406  -3.997  -0.403  -1.0636
C  -1.662  -2.949  0.089  -0.5627
N  -1.544  -1.795  -0.578  0.6246
H  -3.403  -2.493  -3.278  0.4853
H  -3.651  -4.640  -2.036  0.4258
H  -2.482  -4.918  0.156  0.4462
H  -1.140  -3.010  1.034  0.4188
Cl  -0.796  3.222  -1.747  -0.1124
C  0.970  3.383  -1.982  -0.4234
C  1.717  2.064  -1.812  0.4713
O  2.922  2.082  -1.809  -0.6255
O  0.978  0.990  -1.729  -0.2258
H  1.344  4.104  -1.261  0.3160
H  1.133  3.760  -2.988  0.4048

Cartesian forces (eV/Å) of the 6 atoms listed first:
Zr 0.35 -0.51 0.14
C 0.01 -0.02 0.00
C 0.02 0.00 -0.02
N -0.08 0.10 -0.04
N 0.04 -0.07 0.03
C -0.04 -0.04 0.00

As for the total energy: -79839.1603 eV. As for the highest occupied orbital energy: -10.654 eV. The net charge is +1. The energy above the lowest of the compared OMol25 structures with the same formula, charge and spin comes out at 2.6 kJ/mol.